12
Properties=species:S:1:pos:R:3:forces:R:3:nbo_charge:R:1 method="wB97M-V/def2-TZVPD" smiles=CSC.O e_tot_ha=-554.39644 orbital_gap_ha=0.348 largest_force_ha_per_bohr=0.0344 multiplicity=1 charge=0
C -0.415824 -1.626928 0.209601 -1.58 -0.67 -0.45 -0.71
S -1.720701 -2.473876 1.235053 0.60 1.20 0.01 0.14
C -2.055828 -1.125433 2.435687 -0.56 -0.47 0.33 -0.73
H 0.426168 -2.299079 0.216223 0.65 0.45 0.19 0.22
H -0.317602 -0.602770 0.544077 0.63 -0.12 0.39 0.22
H -0.766295 -1.538374 -0.821381 -0.07 -0.21 0.05 0.21
H -1.304938 -0.342309 2.492411 0.29 -0.24 -0.23 0.22
H -3.010753 -0.651170 2.232763 -0.09 0.06 -0.22 0.21
H -2.147651 -1.574872 3.426338 0.12 0.00 -0.06 0.22
H 4.423572 3.721181 -4.041844 0.87 -0.22 -0.34 0.46
H 3.115382 4.142650 -3.628326 -0.34 0.52 -0.33 0.46
O 3.774471 4.370980 -4.300603 -0.53 -0.31 0.67 -0.92

***

19
Properties=species:S:1:pos:R:3:forces:R:3:nbo_charge:R:1 method="wB97M-V/def2-TZVPD" smiles=CC[C@@H](O)CCO e_tot_ha=-348.17080 orbital_gap_ha=0.406 largest_force_ha_per_bohr=0.0069 multiplicity=1 charge=0
C 2.411879 -0.210985 0.764638 0.04 -0.04 0.03 -0.61
C 1.250877 0.224667 -0.122804 -0.03 0.04 -0.03 -0.42
C 0.089746 -0.777791 -0.107498 0.12 -0.01 -0.29 0.10
O -0.316907 -1.106908 1.217379 -0.14 0.11 0.12 -0.72
C -1.093090 -0.351681 -0.992817 0.02 0.04 -0.03 -0.45
C -2.074128 0.646622 -0.373798 -0.19 -0.28 -0.11 -0.07
O -1.508244 1.883062 0.021534 0.14 0.04 0.23 -0.71
H 3.246227 0.495044 0.698206 -0.13 -0.10 0.02 0.21
H 2.095453 -0.279539 1.809282 0.07 0.01 -0.14 0.22
H 2.782785 -1.198913 0.465831 -0.05 0.13 0.04 0.20
H 1.589954 0.318404 -1.163557 -0.07 -0.01 0.14 0.20
H 0.902933 1.224109 0.165118 0.07 -0.15 -0.02 0.19
H 0.484799 -1.721442 -0.507061 -0.05 0.11 0.03 0.17
H -1.033893 -0.521968 1.486497 0.08 -0.10 0.00 0.46
H -1.677199 -1.240945 -1.264076 0.07 0.12 0.05 0.22
H -0.696012 0.071747 -1.923088 -0.04 -0.06 0.12 0.21
H -2.617647 0.177136 0.464268 0.08 0.10 -0.10 0.15
H -2.834307 0.896884 -1.119603 0.09 -0.07 0.09 0.19
H -0.978191 1.740637 0.815337 -0.07 0.12 -0.17 0.46

***

37
Properties=species:S:1:pos:R:3:forces:R:3:lowdin_charge:R:1 method="wB97M-V/def2-TZVPD" e_tot_ha=-1767.64522 orbital_gap_ha=0.253 largest_force_ha_per_bohr=0.0554 multiplicity=1 charge=-1
O -2.341393 1.387882 -0.464688 0.31 -0.17 0.26 -0.39
V -1.797189 -0.001289 -1.013929 -1.24 1.27 -1.71 0.88
O -0.196118 0.131054 -1.262016 -0.70 -0.49 0.22 -0.44
O -2.532848 0.295024 -3.003279 1.52 -1.35 1.66 -0.32
C -3.440500 -0.712521 -3.262999 -2.32 1.26 0.61 -0.42
C -3.384310 -1.866752 -2.303884 0.78 -2.03 0.13 -0.44
O -3.345339 -1.571990 -0.938247 1.94 2.09 -0.04 -0.36
H -3.545499 -1.083281 -4.298736 0.82 -0.06 -0.11 0.10
H -4.444243 -0.246757 -3.108355 -0.18 -0.23 0.00 0.10
H -2.473099 -2.454335 -2.563303 0.10 0.09 -0.12 0.09
H -4.185485 -2.609519 -2.470548 -0.30 0.31 -0.32 0.09
C 0.900661 -0.690519 2.020068 1.05 0.70 -0.31 -0.05
C -0.478451 -0.092714 2.180175 -0.37 -0.41 -0.86 -0.38
C -0.412503 1.427318 2.122290 -0.60 0.06 0.51 -0.18
O 0.393807 1.913167 3.193152 0.31 -0.25 -0.08 -0.19
C -0.300273 1.986209 4.413090 -0.35 0.44 0.06 -0.13
N -1.385150 -0.603584 1.115012 -0.72 -1.54 0.10 -0.01
H 1.411350 -0.288026 1.137906 -0.48 -0.04 -0.28 0.08
H 0.954979 -1.774247 1.918902 -0.26 -0.05 0.34 0.08
H 1.551641 -0.318935 2.814481 -0.18 -0.42 0.33 0.08
H -0.950375 -0.464644 3.095070 0.40 0.40 0.39 0.13
H -1.413975 1.865912 2.208231 -0.04 -0.12 -0.13 0.13
H -0.020520 1.759189 1.162597 0.26 -0.09 0.06 0.13
H 0.377962 1.844434 5.254640 0.20 0.07 -0.14 0.08
H -1.099923 1.246828 4.523906 0.07 -0.11 -0.20 0.08
H -0.766914 2.976546 4.489119 -0.03 -0.03 0.19 0.09
H -2.322544 -0.693271 1.508743 -0.12 0.56 -0.23 0.10
H -1.172928 -1.600859 1.037401 0.22 0.11 -0.34 0.10
C 4.564049 -0.607818 -1.913499 0.35 -0.36 1.71 -0.11
C 3.366947 0.314612 -2.083292 1.29 -0.13 -0.83 -0.29
O 3.525095 0.936195 -3.372660 -0.42 0.18 0.24 -0.09
H 4.694713 -1.327355 -2.717102 -0.11 0.04 -0.07 0.07
H 4.521741 -1.131319 -0.945730 -0.51 -0.38 -0.28 0.07
H 5.507422 -0.081566 -1.713475 -0.09 0.42 -0.76 0.07
H 3.396196 1.065349 -1.290047 -0.40 0.00 0.03 0.11
H 2.429602 -0.232611 -2.090128 -0.15 0.21 0.04 0.10
H 4.413424 1.304209 -3.378861 -0.03 0.07 -0.09 0.06

***

18
Properties=species:S:1:pos:R:3:forces:R:3:nbo_charge:R:1 method="wB97M-V/def2-TZVPD" e_tot_ha=-343.50108 orbital_gap_ha=0.334 largest_force_ha_per_bohr=0.0936 multiplicity=1 charge=+1
C 1.167219 1.109255 -1.290578 0.74 0.16 -0.15 -0.71
C 0.992171 1.057429 0.201794 -1.23 0.60 1.57 0.70
N 1.857904 1.725364 1.068478 -1.79 -0.30 -0.07 -0.80
O -0.017434 0.457385 0.652556 2.35 0.92 -0.45 -0.71
H 2.039158 1.699817 -1.612472 -0.29 -0.30 0.13 0.24
H 0.261675 1.561846 -1.722615 0.29 -0.29 0.16 0.26
H 1.287962 0.072016 -1.651458 -0.08 0.55 -0.02 0.22
H 2.382844 2.543447 0.767853 -0.07 -0.53 -0.24 0.41
H 1.411881 1.859294 1.998342 0.68 -0.30 -0.92 0.41
C -2.297066 -0.983908 0.418077 0.28 0.36 0.66 -0.44
C -0.165757 -1.926272 -0.378207 -2.90 0.76 -0.71 0.14
N -1.412239 -1.541478 -0.589621 3.44 -1.24 3.13 -0.37
H -3.025337 -1.687420 0.805194 -0.47 -0.19 -0.74 0.25
H -2.696837 -0.055156 -0.007626 -0.21 -0.41 0.37 0.25
H -1.693019 -0.761722 1.282997 0.18 0.39 0.06 0.26
H 0.272125 -1.942696 0.632332 -0.41 0.06 -0.68 0.26
H 0.357980 -2.238180 -1.282728 0.17 -0.05 0.45 0.23
H -1.758019 -1.536545 -1.488787 -0.68 -0.18 -2.52 0.42

***

11
Properties=species:S:1:pos:R:3:forces:R:3:nbo_charge:R:1 method="wB97M-V/def2-TZVPD" smiles="O=CCCO" e_tot_ha=-268.35756 orbital_gap_ha=0.388 largest_force_ha_per_bohr=0.0109 multiplicity=1 charge=0
O -1.697378 0.695334 -0.584747 -0.10 -0.18 -0.17 -0.72
C -0.867599 0.076843 0.379790 0.25 -0.22 0.36 -0.06
C 0.426135 -0.560322 -0.192041 0.03 -0.02 0.01 -0.55
C 1.598746 0.368178 -0.019088 0.11 0.02 0.17 0.44
O 2.474709 0.210476 0.798867 -0.37 0.04 -0.42 -0.52
H -2.412715 0.086355 -0.799120 0.14 0.16 -0.09 0.47
H -1.396206 -0.726642 0.897007 -0.14 0.16 0.08 0.18
H -0.624501 0.849856 1.118714 0.03 -0.20 -0.05 0.18
H 0.253033 -0.768969 -1.253016 0.08 0.05 0.08 0.23
H 0.665255 -1.498642 0.321172 -0.12 0.18 -0.03 0.23
H 1.580522 1.267533 -0.667542 0.10 0.02 0.06 0.11

***

23
Properties=species:S:1:pos:R:3:forces:R:3:nbo_charge:R:1 method="wB97M-V/def2-TZVPD" e_tot_ha=-670.17333 orbital_gap_ha=0.315 largest_force_ha_per_bohr=0.0689 multiplicity=1 charge=0
C -1.556580 -1.445918 1.060281 0.95 -0.96 2.32 0.31
C 1.118158 0.737402 0.079474 1.27 -0.21 -0.28 0.53
C -2.614248 -0.240721 -0.807983 3.02 1.09 -0.08 -0.30
C -0.154193 2.652992 0.121257 -1.99 -1.71 -0.87 -0.27
C 2.478934 -1.233663 -0.218338 0.20 -0.90 0.60 0.17
C 1.489110 -0.449727 -0.658663 1.37 -0.33 1.31 0.16
N -0.902077 -2.254300 0.254347 -0.96 0.45 -0.91 -0.83
N 1.577614 0.818177 1.253354 -0.07 -0.71 0.93 -0.78
O 3.106397 -1.167731 0.962137 0.86 -0.96 -0.55 -0.67
O -2.118735 -0.391435 0.566892 -1.49 0.35 -1.11 -0.53
O 0.548112 1.690151 -0.634983 -0.88 0.28 -0.30 -0.48
F 0.933303 -0.816357 -1.799111 -1.10 0.24 -1.54 -0.32
H -2.232529 0.795876 -0.948019 -0.91 -0.77 -0.92 0.21
H -3.642144 -0.386923 -0.877030 -1.92 0.29 0.56 0.19
H -2.238456 -0.931621 -1.575319 0.59 0.28 0.35 0.17
H -0.659293 2.235263 0.971313 0.14 -0.34 0.64 0.20
H -0.928446 2.995851 -0.508501 -1.12 0.18 -0.98 0.19
H 0.328067 3.519751 0.316034 2.42 2.36 1.05 0.18
H -0.568658 -3.092376 0.698934 0.22 -0.01 -0.54 0.42
H 2.777439 -2.103889 -0.844427 -0.11 0.76 0.57 0.19
H -0.935799 -2.092857 -0.758879 0.49 -0.72 0.33 0.37
H 1.442909 1.645569 1.780411 -0.33 1.05 0.17 0.37
H 2.751118 -0.483504 1.566808 -0.66 0.31 -0.73 0.53

***

Listing energy relative to the best compared isomer or geometry (same formula, charge and spin) for the structures above in their given order: 13.4; 21.3; 0.0; 39.6; 29.9; 34.4 kcal per mole.